Record 1
A structure of composition C47H45HoN5OP2S, computed with wB97M-V/def2-TZVPD.

Structure (ORCA input):
```
! wB97M-V def2-TZVPD RIJCOSX def2/J DEFGRID3
* xyz 1 5
Ho 10.717 9.423 12.974
O 12.099 10.866 13.921
C 11.550 11.627 14.716
C 12.228 11.748 15.994
C 13.612 11.801 15.945
C 14.314 12.162 17.087
C 13.624 12.461 18.248
C 12.199 12.460 18.269
C 11.452 12.171 17.135
P 9.627 12.245 16.881
C 8.895 10.899 17.816
C 9.750 10.109 18.626
C 9.167 9.168 19.449
C 7.811 8.850 19.322
C 7.026 9.618 18.508
C 7.536 10.593 17.689
C 9.166 13.723 17.853
C 8.138 13.637 18.797
C 7.827 14.667 19.712
C 8.660 15.756 19.703
C 9.675 15.894 18.688
C 9.932 14.866 17.770
H 14.068 11.582 14.962
H 15.406 12.265 16.899
H 14.220 12.535 19.139
H 11.675 12.881 19.118
H 10.827 10.353 18.555
H 9.855 8.680 20.155
H 7.469 8.156 20.047
H 5.962 9.435 18.386
H 6.877 11.101 16.981
H 7.512 12.741 18.837
H 7.013 14.561 20.380
H 8.600 16.514 20.490
H 10.211 16.837 18.721
H 10.726 14.973 17.047
N 11.457 8.067 14.854
C 10.410 7.256 15.602
C 9.293 6.865 14.704
N 8.846 8.059 13.966
H 12.201 7.454 14.513
H 12.013 8.677 15.530
H 10.056 7.948 16.421
H 10.886 6.379 16.051
H 8.480 6.525 15.379
H 9.611 6.044 14.001
H 8.567 8.699 14.687
H 7.978 7.894 13.479
C 17.982 8.198 9.923
C 17.447 8.119 11.196
C 16.413 9.051 11.583
C 15.869 9.822 10.578
C 16.469 9.892 9.270
C 17.505 9.021 8.964
P 14.287 10.681 10.911
C 14.584 12.402 10.254
C 13.516 13.299 10.120
C 13.772 14.503 9.430
C 15.042 14.909 9.083
C 16.095 14.076 9.385
C 15.880 12.806 9.907
C 13.254 10.036 9.605
C 13.479 10.431 8.309
C 13.157 9.476 7.276
C 12.476 8.343 7.530
C 12.114 7.923 8.835
C 11.485 6.689 9.094
C 11.465 6.251 10.390
C 11.868 7.118 11.430
C 12.143 8.492 11.208
C 12.515 8.826 9.868
H 18.817 7.522 9.726
H 17.841 7.400 11.952
H 16.122 9.145 12.638
H 16.122 10.621 8.611
H 17.954 8.965 7.991
H 12.498 13.095 10.414
H 12.926 15.169 9.193
H 15.183 15.788 8.456
H 17.101 14.371 9.175
H 16.767 12.250 10.139
H 13.960 11.363 8.059
H 13.541 9.652 6.290
H 12.282 7.667 6.741
H 11.067 6.010 8.297
H 11.340 5.165 10.543
H 11.906 6.564 12.374
C 6.377 11.042 8.951
C 7.290 10.225 9.868
C 8.201 11.042 10.771
N 8.967 10.455 11.659
N 9.559 11.333 12.574
C 9.165 12.600 12.401
N 9.736 13.529 13.217
S 8.141 12.785 10.997
H 5.769 10.434 8.292
H 7.039 11.717 8.337
H 5.666 11.699 9.510
H 7.958 9.551 9.271
H 6.672 9.635 10.573
H 10.255 13.067 14.024
H 9.207 14.385 13.276
*
```

Its expectation value of S² is 6.004. As for the energy above the lowest of the compared OMol25 structures with the same formula, charge and spin: 52.1 kcal per mole. The HOMO energy (spin up / spin down) comes out at -8.93 / -8.94 eV.

---

Record 2
A structure of composition C15H31BN9S3V, computed with wB97M-V/def2-TZVPD.

Structure (ORCA input):
```
! wB97M-V def2-TZVPD RIJCOSX def2/J DEFGRID3
* xyz 2 3
V -0.826 0.189 -0.282
C 2.873 2.286 -2.507
N 2.797 2.504 -1.063
C 3.298 3.603 -0.396
C 3.031 3.406 0.913
N 2.374 2.196 1.049
B 1.908 1.780 2.524
N 1.670 0.239 2.719
C 2.574 -0.607 3.336
C 1.936 -1.758 3.639
N 0.632 -1.615 3.199
C -0.439 -2.583 3.434
C 0.496 -0.399 2.651
S -0.969 0.285 2.014
C 2.231 1.669 -0.165
S 1.517 0.152 -0.651
H 3.556 3.018 -2.926
H 1.894 2.406 -2.967
H 3.247 1.288 -2.715
H 3.822 4.395 -0.904
H 3.278 4.006 1.773
H 0.886 2.372 2.767
H 2.821 2.086 3.249
H 3.589 -0.305 3.525
H 2.275 -2.648 4.143
H -0.016 -3.584 3.400
H -1.193 -2.476 2.660
H -0.891 -2.416 4.409
N -1.058 0.272 -2.519
C -2.182 -0.397 -3.236
C -3.528 0.097 -2.740
C -3.884 -0.366 -1.338
N -3.031 0.299 -0.303
H -1.073 1.258 -2.768
H -0.171 -0.078 -2.873
H -2.089 -1.468 -3.061
H -2.089 -0.226 -4.307
H -4.300 -0.263 -3.420
H -3.567 1.193 -2.792
H -3.740 -1.441 -1.247
H -4.930 -0.155 -1.126
H -3.297 -0.059 0.613
H -3.284 1.284 -0.282
C -0.850 4.812 0.060
C -0.864 3.368 -0.170
N -0.818 2.235 -0.330
H 0.091 5.084 0.537
H -1.676 5.086 0.715
H -0.948 5.337 -0.888
C -1.291 -5.197 -0.989
N -0.033 -4.621 -0.506
C 0.191 -3.337 -0.266
N 1.404 -2.996 0.165
S -1.105 -2.211 -0.479
H -1.196 -6.278 -0.941
H -1.491 -4.899 -2.016
H -2.117 -4.886 -0.354
H 0.750 -5.251 -0.423
H 2.159 -3.663 0.172
H 1.645 -2.020 0.285
*
```

Its expectation value of S² is 2.023. As for the energy above the lowest of the compared OMol25 structures with the same formula, charge and spin: 6.2 kcal per mole. The HOMO energy (spin up / spin down) comes out at -13.83 / -13.89 eV.

---

Record 3
A structure of composition C14H35FGaO4S, computed with wB97M-V/def2-TZVPD.

Structure (ORCA input):
```
! wB97M-V def2-TZVPD RIJCOSX def2/J DEFGRID3
* xyz -1 1
O 1.609 -3.021 5.801
C 1.878 -4.004 5.075
F 1.169 -5.259 5.174
C 3.090 -3.831 4.039
Ga 4.633 -2.912 5.128
S 4.682 -4.005 7.176
H 3.448 -4.843 3.651
H 2.802 -3.117 3.201
H 5.983 -3.271 4.332
H 4.372 -1.338 5.239
H 4.402 -5.335 6.824
C -3.449 -1.274 2.272
C -2.404 -2.374 2.367
O -1.086 -1.888 2.570
C -0.868 -1.126 3.753
C -1.165 -1.890 5.031
H -3.202 -0.581 1.461
H -4.437 -1.703 2.080
H -3.512 -0.691 3.192
H -2.389 -2.927 1.425
H -2.665 -3.097 3.146
H -1.439 -0.191 3.710
H 0.188 -0.842 3.750
H -2.213 -2.194 5.092
H -0.944 -1.271 5.903
H -0.559 -2.796 5.083
C -2.066 3.720 -1.492
C -2.850 2.428 -1.324
O -2.349 1.355 -2.108
C -1.006 0.960 -1.852
C -0.772 0.498 -0.424
H -2.056 4.027 -2.542
H -2.516 4.518 -0.895
H -1.028 3.611 -1.174
H -3.879 2.597 -1.650
H -2.904 2.135 -0.271
H -0.317 1.768 -2.124
H -0.791 0.130 -2.531
H -0.966 1.292 0.300
H 0.263 0.172 -0.295
H -1.434 -0.336 -0.179
C 2.837 2.575 -6.560
C 2.157 2.982 -5.264
O 0.908 3.631 -5.457
C -0.094 2.882 -6.132
C -0.469 1.593 -5.422
H 2.992 3.449 -7.201
H 3.807 2.115 -6.353
H 2.241 1.857 -7.126
H 2.799 3.694 -4.738
H 2.038 2.123 -4.596
H 0.211 2.688 -7.166
H -0.978 3.524 -6.187
H 0.378 0.907 -5.344
H -1.267 1.079 -5.962
H -0.813 1.803 -4.406
*
```

The HOMO energy comes out at -4.55 eV.

---

Record 4
A cluster of 8 separate species, C53H105IO10P in total, computed with wB97M-V/def2-TZVPD.

Structure (ORCA input):
```
! wB97M-V def2-TZVPD RIJCOSX def2/J DEFGRID3
* xyz 1 1
C 2.714 -3.025 1.977
C 3.513 -2.248 3.194
C 4.683 -1.244 2.566
C 4.100 0.237 2.166
C 3.528 0.171 0.601
C 1.961 0.654 0.623
C 1.353 0.840 -0.889
C 0.224 2.068 -0.995
C -1.246 1.312 -0.747
C -2.406 2.321 -0.179
C -3.306 1.484 0.907
C -4.870 1.202 0.398
C -5.031 -0.277 -0.350
C -5.962 -1.340 0.481
C -5.314 -2.840 0.657
P -3.677 -2.857 1.698
C -3.795 -1.414 3.000
C -2.346 -1.001 3.645
O -1.265 -0.580 2.983
C -2.098 -2.613 0.609
C -2.121 -3.560 -0.769
O -1.104 -3.183 -1.757
C 0.147 -3.932 -1.622
O 0.317 -5.151 -1.111
C 1.512 -3.203 -2.242
C 2.905 -3.692 -1.534
C -3.576 -4.472 2.783
I -5.466 -5.000 3.749
C -2.903 -5.741 1.994
C -1.276 -5.594 2.133
H 1.864 -3.702 2.426
H 3.466 -3.676 1.325
H 2.198 -2.265 1.225
H 4.054 -3.109 3.819
H 2.741 -1.648 3.868
H 5.545 -1.205 3.385
H 5.153 -1.763 1.626
H 5.017 0.991 2.178
H 3.298 0.630 2.930
H 4.210 0.861 -0.094
H 3.649 -0.942 0.257
H 1.341 -0.086 1.287
H 1.918 1.717 1.147
H 2.236 0.999 -1.672
H 0.836 -0.184 -1.185
H 0.374 2.829 -0.111
H 0.231 2.564 -2.056
H -1.633 0.881 -1.780
H -1.008 0.390 -0.068
H -3.113 2.778 -0.992
H -1.835 3.178 0.424
H -3.311 1.989 1.988
H -2.854 0.395 1.091
H -5.514 1.204 1.401
H -5.301 2.087 -0.254
H -4.006 -0.745 -0.667
H -5.616 -0.040 -1.363
H -7.019 -1.477 -0.052
H -6.231 -0.968 1.582
H -5.180 -3.281 -0.424
H -6.167 -3.503 1.165
H -4.358 -0.474 2.591
H -4.466 -1.860 3.874
H -2.270 -1.031 4.834
H -2.148 -1.494 0.201
H -1.095 -2.694 1.205
H -2.171 -4.698 -0.502
H -3.174 -3.306 -1.273
H 1.430 -2.035 -2.294
H 1.569 -3.571 -3.376
H 2.898 -4.781 -1.108
H 3.750 -3.680 -2.377
H 3.221 -2.864 -0.763
H -2.820 -4.183 3.661
H -3.298 -5.920 0.907
H -3.202 -6.717 2.612
H -0.665 -5.909 1.186
H -1.033 -4.487 2.449
H -0.869 -6.274 3.024
C 9.115 1.637 1.595
C 9.006 1.519 0.096
C 7.892 0.508 -0.063
O 7.020 0.670 1.065
C 7.671 1.511 2.028
H 9.581 2.566 1.930
H 9.699 0.797 1.991
H 8.701 2.482 -0.330
H 9.935 1.210 -0.389
H 8.278 -0.516 -0.042
H 7.326 0.650 -0.988
H 7.167 2.483 2.016
H 7.568 1.076 3.026
C -6.969 -7.845 0.065
C -7.113 -7.359 -1.355
C -5.889 -6.484 -1.515
O -4.870 -7.034 -0.669
C -5.471 -8.010 0.193
H -7.519 -8.767 0.271
H -7.321 -7.072 0.759
H -7.057 -8.209 -2.045
H -8.047 -6.825 -1.545
H -6.085 -5.460 -1.178
H -5.531 -6.449 -2.548
H -5.151 -9.000 -0.149
H -5.119 -7.864 1.218
C 1.906 6.285 -2.783
C 1.871 6.771 -1.357
C 0.536 6.248 -0.876
O 0.277 5.038 -1.601
C 1.223 4.939 -2.675
H 2.914 6.219 -3.201
H 1.314 6.955 -3.418
H 2.683 6.305 -0.787
H 1.965 7.856 -1.260
H -0.272 6.952 -1.103
H 0.528 6.042 0.198
H 1.939 4.151 -2.418
H 0.707 4.655 -3.596
C 0.160 -3.514 7.109
C -0.935 -4.521 7.353
C -2.067 -3.966 6.516
O -1.468 -3.283 5.406
C -0.062 -3.150 5.658
H 1.163 -3.901 7.303
H 0.002 -2.634 7.744
H -0.630 -5.501 6.967
H -1.201 -4.635 8.407
H -2.657 -3.236 7.079
H -2.738 -4.748 6.148
H 0.464 -3.842 4.991
H 0.259 -2.131 5.427
C 0.402 4.887 -6.673
C 0.259 5.372 -8.093
C 1.483 6.248 -8.253
O 2.502 5.697 -7.407
C 1.901 4.721 -6.545
H -0.148 3.965 -6.467
H 0.050 5.659 -5.979
H 0.315 4.522 -8.783
H -0.675 5.906 -8.283
H 1.286 7.271 -7.916
H 1.841 6.283 -9.286
H 2.221 3.731 -6.887
H 2.253 4.868 -5.520
C 1.258 8.184 3.832
C 0.231 9.080 3.188
C 0.874 9.390 1.853
O 1.673 8.252 1.502
C 1.778 7.397 2.649
H 0.853 7.548 4.622
H 2.064 8.792 4.260
H -0.701 8.524 3.034
H 0.003 9.976 3.770
H 1.539 10.257 1.924
H 0.137 9.578 1.067
H 1.163 6.510 2.462
H 2.817 7.080 2.779
C 0.760 -0.164 -4.648
C -0.335 -1.171 -4.405
C -1.467 -0.617 -5.242
O -0.868 0.067 -6.352
C 0.538 0.200 -6.100
H 1.763 -0.551 -4.454
H 0.602 0.716 -4.014
H -0.030 -2.151 -4.790
H -0.601 -1.286 -3.351
H -2.057 0.114 -4.679
H -2.138 -1.398 -5.610
H 1.064 -0.492 -6.767
H 0.859 1.219 -6.331
*
```

The HOMO energy comes out at -10.54 eV.

---

no.,F_max (eV Å⁻¹)
1,3.09
2,0.82
3,5.27
4,8.26